Record 1
Here is a 15-piece molecular cluster, C32H56B2N14O3P overall from the OMol25 dataset. Energies are from wB97M-V/def2-TZVPD.

Output
Total charge: -1
E, hartree: -2636.22924
Orbital gap, Ha: 0.1908

Last column: Löwdin charge in e.
Geometry (Å):
C 3.30140 2.74538 0.63578  -0.059
B 1.97017 3.63912 0.36696  -0.472
O 1.41029 4.25934 1.55175  0.008
B 1.36269 3.81889 -1.18180  -0.631
C -0.20449 3.36689 -1.38806  -0.182
C -0.49339 1.84672 -1.14851  -0.437
C -1.26251 1.69456 0.19675  -0.067
O 0.64827 1.00993 -1.25762  -0.055
P 1.40121 5.72596 -1.55728  0.701
O 1.38611 6.02173 -3.08106  -0.586
H 4.18581 3.40553 0.76425  0.057
H 3.46808 2.00501 -0.16418  0.037
H 3.22700 2.16105 1.57662  0.043
H 0.52083 3.94187 1.68130  0.005
H 2.11034 3.23112 -1.92077  0.067
H -0.83551 3.95124 -0.68460  0.081
H -0.47468 3.62545 -2.43334  0.085
H -1.20920 1.52784 -1.93843  0.108
H -2.22559 2.21985 0.06225  0.076
H -1.46358 0.63906 0.46161  0.057
H -0.73339 2.15187 1.05273  0.031
H 0.79581 0.54451 -0.44010  0.048
H 0.25923 6.32131 -0.92158  -0.021
H 2.53768 6.38174 -0.98351  -0.025
C -1.64459 -1.89153 -1.35783  -0.084
C -0.60131 -1.87398 -0.34594  -0.260
N 0.23004 -1.80818 0.44353  0.141
H -2.63041 -1.76512 -0.91562  0.031
H -1.50750 -1.09132 -2.08212  0.021
H -1.65493 -2.82985 -1.91132  0.059
C 2.93916 8.83454 0.86124  -0.079
C 1.53455 8.44640 0.90132  -0.288
N 0.43183 8.13299 0.92592  0.138
H 3.32334 8.81276 -0.15834  0.078
H 3.08218 9.84324 1.24961  0.073
H 3.55046 8.15861 1.45853  0.085
C 5.12151 -1.20646 0.23253  -0.080
C 5.41083 -0.31543 1.35074  -0.282
N 5.63455 0.39441 2.22449  0.129
H 4.45517 -0.73184 -0.48939  0.086
H 6.02974 -1.48709 -0.29350  0.033
H 4.64143 -2.12370 0.56783  0.063
C -0.32427 0.61361 -5.44007  -0.050
C -1.34740 -0.02787 -4.62483  -0.252
N -2.14295 -0.53052 -3.96995  0.136
H 0.06883 1.50393 -4.94782  0.091
H 0.51218 -0.06088 -5.62106  0.085
H -0.72333 0.91702 -6.40779  0.079
C -1.67733 -5.38809 -3.84596  -0.106
C -0.70330 -4.34930 -4.16934  -0.285
N 0.05567 -3.52277 -4.40598  0.139
H -1.24824 -6.14621 -3.19183  0.082
H -2.54534 -4.97269 -3.33906  0.052
H -2.03309 -5.89257 -4.74176  0.064
C 5.52777 -5.19428 1.31548  -0.087
C 6.49546 -4.16736 0.94208  -0.253
N 7.24107 -3.34749 0.64851  0.152
H 5.96127 -5.91936 2.00225  0.080
H 4.65515 -4.76547 1.80474  0.023
H 5.17454 -5.74181 0.44178  0.087
C -2.15512 10.57629 0.00830  -0.083
C -3.59861 10.79334 0.02409  -0.290
N -4.73252 10.96558 0.03647  0.109
H -1.61259 11.51973 0.06575  0.078
H -1.83424 9.96158 0.84911  0.063
H -1.83856 10.07055 -0.90336  0.085
C 1.00609 -4.33348 2.95469  -0.056
C 2.22011 -5.14137 2.91577  -0.242
N 3.16929 -5.78761 2.88547  0.128
H 0.98810 -3.59300 2.15266  0.049
H 0.11491 -4.95175 2.84849  0.061
H 0.91645 -3.79462 3.89726  0.090
C 9.12663 -0.93838 -1.28656  -0.082
C 8.42234 -1.53098 -2.41869  -0.294
N 7.87115 -1.99672 -3.30978  0.121
H 9.21031 0.14335 -1.39037  0.081
H 8.60997 -1.14090 -0.34802  0.053
H 10.13626 -1.33796 -1.19559  0.078
C -6.15240 -1.24057 0.75547  -0.062
C -4.94717 -2.05555 0.64939  -0.255
N -4.00010 -2.69929 0.58742  0.151
H -6.17128 -0.45546 -0.00038  0.085
H -7.05056 -1.84315 0.62347  0.083
H -6.22328 -0.76017 1.73089  0.079
C -4.96477 -3.20509 4.26565  -0.074
C -6.40432 -2.96130 4.26410  -0.290
N -7.53457 -2.76515 4.25613  0.117
H -4.40522 -2.27644 4.37621  0.086
H -4.67230 -3.86172 5.08457  0.080
H -4.63859 -3.67330 3.33694  0.066
C -0.70117 -8.41302 3.53478  -0.067
C -1.35115 -7.25626 4.14226  -0.285
N -1.85532 -6.34170 4.61576  0.128
H 0.32040 -8.17872 3.23434  0.078
H -0.65719 -9.25085 4.22989  0.082
H -1.23869 -8.74667 2.64763  0.083
C -6.41252 -5.38649 -3.60197  -0.064
C -5.22023 -6.22381 -3.67766  -0.255
N -4.27991 -6.87687 -3.73698  0.144
H -6.40226 -4.61548 -4.37189  0.085
H -7.31837 -5.97686 -3.73649  0.082
H -6.48265 -4.88771 -2.63571  0.081
C -3.43972 4.55072 2.89713  -0.061
C -2.22367 3.74787 2.84621  -0.226
N -1.26384 3.12255 2.80627  0.166
H -3.44544 5.30477 2.11023  0.087
H -4.32747 3.93164 2.76870  0.078
H -3.53154 5.06809 3.85170  0.080

Record 2
Here is a 3-piece molecular cluster, C32H56BrNO13P2 overall from the OMol25 dataset. Energies are from wB97M-V/def2-TZVPD.

Output
Total charge: 0
E, hartree: -5542.38800
Orbital gap, Ha: 0.2874
SMILES: CCC(=O)OCCc1cc2c(c(CCCCO)c1C[C@H](C)Br)C(=O)NC2=O.CCOP(=O)(OCC)OCC.CCOP(=O)(OCC)OCC

Last column: Löwdin charge in e.
Geometry (Å):
C 6.84913 -2.25581 3.47598  -0.089
C 6.14142 -3.41085 4.30677  -0.118
C 5.65567 -4.58593 3.37701  -0.452
O 6.26383 -5.62085 3.40163  0.127
O 4.54564 -4.39925 2.54732  -0.057
C 3.44500 -5.23310 2.95656  -0.166
C 2.05652 -4.76320 2.30264  -0.116
C 2.24011 -3.25338 1.93865  -0.152
C 2.53827 -2.97330 0.52373  0.059
C 2.75915 -1.59042 0.17864  -0.041
C 2.68845 -0.50542 1.18204  -0.021
C 2.35984 -0.75298 2.57610  -0.078
C 2.29828 0.40175 3.61736  -0.116
C 1.38176 1.62561 3.23050  -0.182
C 0.13297 1.28178 2.35193  -0.163
C -1.01395 0.48583 3.10269  -0.245
O -1.21557 0.85787 4.47596  -0.098
C 2.13328 -2.16715 2.94116  -0.101
C 1.79250 -2.59505 4.41629  -0.177
C 0.25191 -2.53027 4.74768  -0.634
C -0.12804 -3.39653 6.03400  -0.142
Br -0.89741 -3.26311 3.28161  0.742
C 2.99201 0.80855 0.39126  -0.349
O 2.62929 1.93220 0.52329  0.146
N 3.85633 0.29655 -0.69147  0.100
C 3.12820 -0.88914 -1.16669  -0.347
O 2.86921 -1.17464 -2.29081  0.143
H 7.95676 -2.25883 3.65179  0.077
H 6.48428 -1.24645 3.78711  0.067
H 6.65024 -2.35956 2.37640  0.079
H 6.85164 -3.81789 5.06611  0.118
H 5.22350 -2.99243 4.78994  0.105
H 3.67086 -6.29263 2.64201  0.133
H 3.38764 -5.26608 4.08175  0.124
H 1.92124 -5.41433 1.40497  0.121
H 1.28868 -4.94428 3.08708  0.066
H 2.59936 -3.75685 -0.25753  0.127
H 3.35716 0.68001 3.87011  0.126
H 1.87646 -0.04064 4.56445  0.098
H 0.98125 2.03465 4.20379  0.105
H 2.00732 2.46082 2.81492  0.103
H 0.35086 0.73743 1.40234  0.105
H -0.31606 2.27168 2.04089  0.113
H -1.97597 0.72703 2.56326  0.121
H -0.78839 -0.60217 3.01588  0.038
H -1.16186 1.82819 4.49175  0.084
H 2.12123 -3.65271 4.60987  0.088
H 2.35487 -1.95166 5.15038  0.125
H -0.03219 -1.46827 4.94444  0.078
H 0.42766 -4.36234 5.94275  0.075
H -1.22156 -3.62575 5.91270  0.051
H 0.05068 -2.84716 6.98733  0.083
H 4.70798 -0.03219 -0.22076  0.139
C -6.86917 3.54083 2.42425  -0.080
C -6.16354 3.11191 1.15143  -0.288
O -5.39084 4.16763 0.59362  -0.230
P -4.10033 4.73600 1.44886  0.686
O -3.24541 3.48453 1.40270  -0.212
O -3.28491 5.51267 0.23805  -0.257
C -1.85501 5.53010 0.26299  -0.292
C -1.31821 4.67611 -0.86772  -0.073
O -4.92250 6.16292 1.78919  -0.246
C -5.31029 7.13752 0.81921  -0.274
C -6.61909 6.81363 0.12762  -0.073
H -6.14616 3.76818 3.21511  0.072
H -7.53053 2.75013 2.78252  0.080
H -7.45756 4.44402 2.25683  0.070
H -5.53131 2.23832 1.33268  0.108
H -6.90421 2.82845 0.40096  0.120
H -1.47192 5.19049 1.22757  0.099
H -1.53513 6.56717 0.12937  0.116
H -1.70360 3.65693 -0.80954  0.072
H -0.22694 4.63847 -0.84496  0.077
H -1.63513 5.07760 -1.83227  0.078
H -4.52537 7.34874 0.09610  0.111
H -5.44706 8.06423 1.38407  0.118
H -6.48674 6.04012 -0.62919  0.073
H -7.00421 7.70090 -0.38017  0.080
H -7.36633 6.46141 0.84026  0.072
C -0.29502 -0.47195 -9.80004  -0.082
C -1.30530 -0.23313 -8.69335  -0.292
O -1.02689 -1.02162 -7.54406  -0.234
P 0.37032 -0.73551 -6.71195  0.688
O 0.04655 0.66492 -6.22982  -0.203
O 0.02014 -1.47231 -5.27574  -0.255
C 0.54000 -0.91590 -4.06178  -0.301
C -0.59820 -0.33540 -3.24670  -0.066
O 1.02437 -2.18152 -7.27202  -0.247
C 0.54210 -3.48223 -6.93747  -0.277
C -0.61946 -3.93608 -7.79882  -0.075
H 0.70232 -0.13410 -9.49910  0.072
H -0.58053 0.06790 -10.70465  0.078
H -0.21802 -1.53490 -10.03302  0.069
H -1.34275 0.82576 -8.42283  0.108
H -2.30110 -0.51664 -9.04064  0.119
H 1.30192 -0.16260 -4.26584  0.102
H 1.01813 -1.72244 -3.50705  0.095
H -1.15477 0.40846 -3.81923  0.074
H -0.22469 0.13439 -2.33371  0.069
H -1.30936 -1.11802 -2.97298  0.077
H 0.31151 -3.58736 -5.87934  0.111
H 1.38379 -4.15592 -7.12357  0.118
H -1.55025 -3.45764 -7.49309  0.072
H -0.76163 -5.01473 -7.69856  0.079
H -0.44919 -3.69777 -8.84982  0.071

Max |F|
In order: 3.17; 8.81
Unit: eV/Å